The following is a DFT calculation (ωB97M-V with the def2-TZVPD basis set) of 2 unconnected molecules or ions with the total composition C10H15NO.

## Properties
ΔE to the lowest compared entry with this formula, charge and spin: 10.9 kcal/mol
Frontier orbital gap: 9.943 eV
HOMO level: -9.10 eV

Cartesian coordinates (Å):
C  -1.904588  -2.582965  0.181430
C  -1.142346  -1.495794  0.922794
C  0.191438  -1.768660  1.304583
C  0.874776  -0.789123  1.978377
C  0.321139  0.473501  2.213244
C  -1.013476  0.677725  1.946357
C  -1.753797  -0.298791  1.299336
H  -2.920142  -2.270050  -0.038607
H  -1.922341  -3.450061  0.844117
H  -1.336242  -2.863778  -0.703563
H  0.670192  -2.701408  1.043775
H  1.931308  -0.930749  2.184477
H  0.968783  1.219883  2.652654
H  -1.439481  1.640323  2.206037
H  -2.786028  -0.233171  0.986280
C  -0.035264  0.164838  -2.476634
C  0.213508  1.363532  -1.555669
C  1.777850  1.458083  -1.289104
N  2.182820  2.649061  -0.698174
O  2.552003  0.588673  -1.590406
H  -0.153821  0.575953  -3.484330
H  -0.819980  -0.532822  -2.213712
H  0.913204  -0.352565  -2.610102
H  -0.002144  2.307432  -2.053308
H  -0.131587  1.412388  -0.526809
H  3.162118  2.603917  -0.479361
H  1.602095  3.134624  -0.043674

Atoms 1-2, force components in eV/Å:
0.7 0.4 0.8
0.3 -0.7 0.2

Atomic partial charges in e from the Löwdin method, atoms 1 to 6:
1. C -0.052
2. C -0.274
3. C -0.046
4. C -0.092
5. C -0.111
6. C -0.113

The following is a DFT calculation (ωB97M-V with the def2-TZVPD basis set) of 2 unconnected molecules or ions with the total composition C10H15NO2.

## Properties
ΔE to the lowest compared entry with this formula, charge and spin: 14.2 kcal/mol
Frontier orbital gap: 9.192 eV
HOMO level: -8.39 eV

Cartesian coordinates (Å):
C  0.577864  0.435268  -2.465451
C  -0.055084  -0.741174  -1.757775
C  0.153152  -2.039260  -2.212764
C  -0.373211  -3.102570  -1.501716
C  -0.983166  -2.879318  -0.271858
O  -1.448245  -3.940124  0.465330
C  -1.278811  -1.599019  0.146742
C  -0.877413  -0.530631  -0.661027
H  -0.097050  1.131374  -2.936576
H  1.191170  0.097481  -3.311971
H  1.251305  0.916284  -1.766241
H  0.667180  -2.225778  -3.117482
H  -0.206711  -4.101062  -1.877404
H  -0.978934  -4.738589  0.217848
H  -1.635669  -1.362515  1.139903
H  -1.099627  0.469480  -0.312501
C  0.233420  0.754924  2.614446
C  0.171137  2.225927  2.251192
C  1.078760  2.578976  1.100639
N  0.426835  3.069357  -0.012685
O  2.269340  2.387021  1.149665
H  1.177360  0.223999  2.541430
H  -0.503815  0.129357  2.124094
H  -0.033200  0.549764  3.663998
H  -0.865561  2.540542  2.249274
H  0.565579  2.745131  3.126755
H  1.002831  3.314570  -0.804823
H  -0.329448  3.690579  0.218964

Atoms 1-2, force components in eV/Å:
0.6 -0.8 -0.5
-0.4 0.7 -0.9

Atomic partial charges in e from the Löwdin method, atoms 1 to 6:
1. C -0.054
2. C -0.275
3. C -0.043
4. C -0.024
5. C -0.322
6. O 0.041

The following is a DFT calculation (ωB97M-V with the def2-TZVPD basis set) of a single C10H15NO3 molecule.

## Properties
ΔE to the lowest compared entry with this formula, charge and spin: 119.9 kcal/mol
Frontier orbital gap: 10.252 eV
HOMO level: -9.79 eV

Cartesian coordinates (Å):
C  0.063761  -1.552652  1.847157
C  0.196488  -0.969059  0.694709
C  1.297938  -0.695526  -0.330938
C  2.738646  -0.710653  0.246733
C  1.101725  -1.871556  -1.393049
O  1.128577  0.545228  -1.013356
C  -0.293996  0.779011  -0.996306
C  -0.663484  2.224506  -0.894680
C  -0.702343  2.473828  0.650216
C  -1.474980  1.200857  1.038911
C  -1.007004  0.107194  0.119481
N  -2.201037  -0.733559  -0.376360
O  -1.936156  -1.435449  -1.314387
O  -3.252643  -0.663937  0.167196
H  0.820489  -2.089805  2.374254
H  -0.925165  -1.655825  2.430866
H  3.414197  -0.482377  -0.659237
H  2.926486  -1.689739  0.685973
H  2.906734  0.022159  1.165702
H  1.707359  -2.657008  -1.104529
H  1.368788  -1.409512  -2.331352
H  -0.027371  -2.197085  -1.483066
H  -0.692551  0.269529  -1.988222
H  -1.681024  2.413178  -1.065245
H  0.043759  2.931534  -1.444403
H  0.293720  2.407650  1.059813
H  -1.294068  3.236814  1.023045
H  -1.364757  0.932120  2.140097
H  -2.492085  1.270121  0.750986

Atoms 1-2, force components in eV/Å:
-1.8 -1.1 2.0
-1.9 4.4 -2.0

Atomic partial charges in e from the Löwdin method, atoms 1 to 6:
1. C 0.065
2. C -0.106
3. C -0.509
4. C -0.018
5. C 0.014
6. O -0.037

The following is a DFT calculation (ωB97M-V with the def2-TZVPD basis set) of a single C10H15NO4 molecule.

## Properties
ΔE to the lowest compared entry with this formula, charge and spin: 236.1 kcal/mol
Frontier orbital gap: 9.418 eV
HOMO level: -8.73 eV

Cartesian coordinates (Å):
C  4.344283  1.005123  -1.455800
C  3.293260  0.693411  -0.349077
C  2.843698  -0.785618  -0.508732
C  1.722105  -1.088479  0.445168
C  0.808331  -1.894698  0.061708
C  -0.240829  -2.603567  -0.230671
O  -1.591937  -2.174822  -0.572870
C  -2.087258  -0.939435  -0.363648
C  -3.345132  -0.540781  -0.716040
N  -4.543655  -0.164902  -0.517815
O  -5.452672  0.029621  -1.288309
O  -4.928308  -0.224645  0.916034
O  -1.132363  -0.029644  0.016161
C  -1.418954  1.299707  0.432757
C  -1.954894  1.263662  1.911865
H  4.816678  2.010116  -1.362555
H  3.935780  1.016790  -2.520730
H  5.205578  0.410678  -1.424034
H  3.913098  0.878077  0.539213
H  2.539072  1.423004  -0.560306
H  3.584050  -1.395520  -0.270435
H  2.423456  -0.935383  -1.499293
H  1.799319  -0.941651  1.549046
H  -0.098203  -3.739222  -0.148123
H  -5.914464  0.007895  0.978264
H  -0.328651  1.653764  0.428533
H  -2.081960  1.939732  -0.088592
H  -2.037017  2.336510  2.286684
H  -2.848145  0.766564  1.888701
H  -1.224267  0.723712  2.422895

Atoms 1-2, force components in eV/Å:
-0.9 1.9 -1.5
2.6 -0.6 -1.9

Atomic partial charges in e from the Löwdin method, atoms 1 to 6:
1. C -0.138
2. C -0.224
3. C -0.178
4. C -0.094
5. C -0.049
6. C -0.046

The following is a DFT calculation (ωB97M-V with the def2-TZVPD basis set) of a gas-phase ion, C10H15O2S (charge -1).

## Properties
Frontier orbital gap: 6.124 eV
Net charge: -1
HOMO level: -2.92 eV

Cartesian coordinates (Å):
C  0.590682  1.032436  -0.214891
C  0.964625  -0.255934  -0.277261
C  -0.811911  1.366939  0.042753
C  -0.221860  -1.185831  -0.005191
C  -1.468684  0.212517  -0.004211
C  1.623193  2.151186  -0.586913
C  2.345856  -0.657768  -0.426796
C  -1.250484  2.690671  0.635426
C  -0.428834  -1.595589  1.419170
C  0.150178  -2.707986  -0.904036
O  -3.756757  0.427961  -1.234886
O  -3.606557  -1.376464  0.556381
S  -3.322209  0.024393  0.154904
H  2.502872  2.040999  0.176446
H  1.204989  3.142563  -0.526130
H  1.965825  2.101617  -1.578925
H  2.743395  -0.899543  0.500627
H  2.963081  0.050831  -0.863300
H  2.419040  -1.584438  -1.019345
H  -1.067483  2.625810  1.629502
H  -2.183056  3.105217  0.380239
H  -0.464169  3.350957  0.198738
H  -1.467663  -1.622256  1.524221
H  -0.064824  -0.789218  2.081384
H  -0.034591  -2.637839  1.535761
H  0.983773  -3.148371  -0.317339
H  0.436592  -2.490276  -1.945739
H  -0.745028  -3.372572  -0.930601

Atoms 1-2, force components in eV/Å:
2.2 1.9 -1.3
-2.5 0.8 0.9

Atomic partial charges in e from the Löwdin method, atoms 1 to 6:
1. C -0.199
2. C -0.268
3. C -0.273
4. C -0.222
5. C -0.157
6. C -0.044

The following is a DFT calculation (ωB97M-V with the def2-TZVPD basis set) of a gas-phase ion, C10H15O4S (charge -1).

## Properties
ΔE to the lowest compared entry with this formula, charge and spin: 106.9 kcal/mol
Frontier orbital gap (spin up / spin down): 6.698 / 6.695 eV
Net charge: -1
HOMO level (spin up / spin down): -3.29 / -3.28 eV

Cartesian coordinates (Å):
C  -0.585040  2.305529  -0.303760
C  0.693447  2.132523  -0.016083
C  -3.075723  -1.308375  0.620748
C  -1.920808  -1.336403  -0.068704
C  -1.522669  1.195144  0.280346
C  0.028866  -0.569803  1.241650
C  -0.870838  -0.269364  0.010118
C  1.472493  -0.147640  1.041037
C  1.914199  3.056077  -0.290922
C  -1.500578  -2.407196  -1.049664
O  3.681763  -0.635912  -0.360848
O  1.978747  -2.479373  -0.432124
O  1.702892  -0.558331  -1.861308
O  2.446426  -0.129989  1.798945
S  2.074797  -1.000702  -0.577077
H  -1.059001  3.203203  -0.616510
H  -3.776439  -2.046780  0.559856
H  -3.284605  -0.509865  1.370253
H  -1.795091  1.376321  1.296156
H  -2.477669  1.203469  -0.389804
H  -0.337189  -0.306385  2.231623
H  0.208897  -1.605823  1.277582
H  -0.133326  -0.298168  -0.908505
H  2.038651  3.921139  0.440508
H  1.791498  3.464509  -1.370590
H  2.762377  2.336557  -0.296692
H  -1.421330  -2.067550  -2.104636
H  -0.451007  -2.742160  -1.052679
H  -2.223997  -3.201927  -1.112745
H  3.640260  -0.572732  0.643842

Atoms 1-2, force components in eV/Å:
0.1 -1.8 2.3
2.0 -0.4 0.4

Atomic partial charges in e from the Löwdin method, atoms 1 to 6:
1. C -0.189
2. C -0.141
3. C 0.040
4. C -0.333
5. C -0.163
6. C -0.146

The following is a DFT calculation (ωB97M-V with the def2-TZVPD basis set) of a gas-phase ion, C10H15O4S (charge -1).

## Properties
ΔE to the lowest compared entry with this formula, charge and spin: 66.5 kcal/mol
Frontier orbital gap: 6.825 eV
Net charge: -1
HOMO level: -3.75 eV

Cartesian coordinates (Å):
C  -1.982102  -0.982664  -0.127685
C  1.549213  -1.732179  -1.390541
C  -2.405818  0.087156  0.854046
C  -0.278305  0.078462  2.036602
C  0.031447  -1.091053  1.129070
C  -1.172455  0.927094  1.116048
C  -0.510080  -0.630537  -0.284384
C  -0.389209  0.933674  -0.162681
C  -1.008672  1.834796  -1.282432
C  1.017533  1.477257  -0.098579
O  3.801268  -2.156400  0.065082
O  -2.687258  -1.688991  -0.771153
O  3.962130  -1.116387  -2.124818
O  0.077034  -1.209525  -1.309599
S  3.377413  -1.028621  -0.748852
H  1.727695  -1.482947  -2.423988
H  1.517922  -2.799496  -1.088875
H  -3.185697  0.627879  0.237041
H  -2.714285  -0.364126  1.828140
H  -0.844012  -0.339892  2.900869
H  0.501681  0.685647  2.358016
H  1.106831  -1.277303  0.975895
H  -0.395353  -2.040709  1.722683
H  -1.542448  1.958233  1.298544
H  -0.507152  1.629441  -2.232697
H  -0.860265  2.887158  -0.989200
H  -2.212044  1.663667  -1.418868
H  1.379922  1.462631  1.002325
H  0.869763  2.603654  -0.206477
H  1.775304  1.084083  -0.863529

Atoms 1-2, force components in eV/Å:
1.2 2.6 -0.2
-1.4 1.0 0.5

Atomic partial charges in e from the Löwdin method, atoms 1 to 6:
1. C -0.353
2. C -0.155
3. C -0.076
4. C -0.155
5. C -0.055
6. C -0.282

The following is a DFT calculation (ωB97M-V with the def2-TZVPD basis set) of 2 unconnected molecules or ions with the total composition C10H15P.

## Properties
ΔE to the lowest compared entry with this formula, charge and spin: 42.6 kcal/mol
Frontier orbital gap: 9.143 eV
HOMO level: -8.31 eV

Cartesian coordinates (Å):
C  -3.969006  0.103160  0.065474
C  -3.098536  0.828188  -0.802589
C  -3.331750  -0.647483  1.062836
C  -1.814648  0.623160  -0.741727
C  -1.957627  -0.816142  1.114511
C  -1.143945  -0.270183  0.030007
C  0.480051  -2.008151  -0.356919
C  1.345386  1.913907  0.487706
C  3.039844  -0.337216  0.339763
C  0.314072  -0.556754  -0.132840
P  1.475687  0.199945  1.095994
H  -4.969216  0.184817  0.021034
H  -3.716630  1.446997  -1.539497
H  -3.909120  -1.002331  1.919839
H  -1.139388  1.148721  -1.462146
H  -1.523237  -1.206735  1.949095
H  0.154127  -2.254097  -1.362478
H  1.533318  -2.411192  -0.165656
H  -0.101179  -2.467805  0.377062
H  1.887283  2.499855  1.298296
H  0.341156  2.199114  0.443692
H  1.978393  1.921266  -0.390322
H  2.858144  -0.049211  -0.750448
H  2.996758  -1.473386  0.469293
H  3.882724  0.283482  0.677501
H  0.715313  0.327446  -1.567820

Atoms 1-2, force components in eV/Å:
5.1 0.0 0.2
-7.6 0.1 0.0

Atomic partial charges in e from the Löwdin method, atoms 1 to 6:
1. C -0.054
2. C -0.096
3. C -0.085
4. C -0.145
5. C -0.020
6. C -0.267

The following is a DFT calculation (ωB97M-V with the def2-TZVPD basis set) of a single C10H15P molecule.

## Properties
ΔE to the lowest compared entry with this formula, charge and spin: 59.8 kcal/mol
Frontier orbital gap (spin up / spin down): 7.351 / 7.353 eV
HOMO level (spin up / spin down): -6.92 / -6.93 eV

Cartesian coordinates (Å):
C  -2.838049  -1.374286  0.911576
C  -2.011673  -1.341878  -0.301858
C  -2.675570  -0.735001  -1.560080
P  -0.228466  -0.866750  0.107012
C  1.338220  0.292277  0.684744
C  1.493997  0.235182  2.092387
C  2.605296  0.909887  2.603058
C  3.455262  1.622285  1.826755
C  3.305983  1.548724  0.430664
C  2.211818  1.041508  -0.182341
C  1.839911  1.219641  -1.591041
H  -3.511439  -0.416033  0.987932
H  -3.579850  -2.248968  0.692616
H  -2.180918  -1.625883  1.834913
H  -2.786785  0.387235  -1.568809
H  -3.588372  -1.383604  -1.576762
H  -1.949891  -0.970414  -2.382193
H  0.420199  -1.557123  -0.883570
H  0.041325  -1.817447  1.078153
H  0.767022  -0.358611  2.634495
H  2.667841  1.188171  3.704647
H  4.321824  2.010378  2.234338
H  4.029553  1.919717  -0.264857
H  2.556244  0.890775  -2.352791
H  0.918167  0.818144  -1.823465
H  1.723520  2.309216  -1.796044

Atoms 1-2, force components in eV/Å:
-1.8 -0.2 0.8
2.4 1.6 -0.2

Atomic partial charges in e from the Löwdin method, atoms 1 to 6:
1. C -0.250
2. C -0.575
3. C -0.174
4. P 0.961
5. C -0.254
6. C -0.121